14
Properties=species:S:1:pos:R:3:forces:R:3:lowdin_charge:R:1 method="wB97M-V/def2-TZVPD" smiles="C=C/C(Br)=C(/C)O" e_above_lowest_kcal_mol=23.9 energy_ev=-77386.4799
C -1.91492 -0.14295 2.03866 -0.1 0.7 -1.9 0.01
C -1.24682 0.20710 0.90778 0.4 -0.4 0.6 -0.20
C 0.17484 0.04424 0.39152 -1.9 -0.2 -1.1 -0.63
Br 1.59631 -0.04209 1.60825 -0.1 0.1 0.9 0.79
C 0.44600 -0.01262 -0.96049 1.5 0.3 1.9 -0.41
C 1.88630 0.07826 -1.40022 1.4 -2.0 2.1 -0.08
O -0.45729 -0.12174 -1.96075 3.4 1.0 -1.1 0.10
H -1.44011 -0.66915 2.80613 0.9 -0.8 1.1 0.02
H -2.99763 0.03619 2.23313 1.1 0.2 -0.6 0.07
H -1.75922 0.79676 0.18303 -0.9 0.3 -0.5 0.08
H 2.57061 -0.39805 -0.54229 -1.6 1.0 -2.0 0.05
H 2.26473 1.08657 -1.46080 -0.1 0.4 -0.4 0.08
H 2.12552 -0.53407 -2.26013 -0.3 0.3 -0.5 0.07
H -1.24831 -0.32845 -1.58380 -3.8 -0.9 1.5 0.04

---

17
Properties=species:S:1:pos:R:3:forces:R:3:lowdin_charge:R:1 method="wB97M-V/def2-TZVPD" e_above_lowest_kcal_mol=57.6 energy_ev=-31918.5379 charge=+1
H 3.15767 -0.00960 -0.93072 -0.3 0.3 0.1 0.16
Ca 1.59599 2.78467 -1.40209 -0.2 1.1 -0.7 1.57
O 2.64429 1.79657 -0.03836 0.8 -0.2 0.7 -0.38
O 1.79671 -0.27225 0.51104 -0.4 -0.4 0.4 -0.07
C 0.43983 -0.05197 0.80188 0.7 0.5 -0.4 -0.23
C -0.37434 -0.50235 -0.40651 -2.3 -0.7 1.0 0.00
O 1.28256 0.75116 -1.49146 0.3 -0.6 -0.2 -0.43
C 2.30241 0.57140 -0.53157 -0.4 0.0 -0.1 -0.69
H 0.20891 -0.61654 1.71515 0.1 0.0 -0.4 0.14
H 0.25830 1.01389 1.02252 -0.1 -0.1 0.0 0.13
H -0.81359 0.20762 -1.11218 0.6 -0.4 0.2 0.10
H -0.06806 -1.47890 -0.80124 0.2 0.7 -0.2 0.13
H -2.47898 -1.64340 -0.57582 0.0 0.2 0.2 0.15
O -3.41179 0.72068 1.10305 0.3 -0.8 0.1 0.35
C -1.96840 -1.16414 0.27244 0.3 -0.4 0.2 -0.03
C -2.82405 -0.19940 0.81049 0.4 0.9 -0.7 -0.03
H -1.74747 -1.90742 1.05337 0.1 0.2 -0.2 0.14

---

15
Properties=species:S:1:pos:R:3:forces:R:3:lowdin_charge:R:1 method="wB97M-V/def2-TZVPD" e_above_lowest_kcal_mol=52.5 energy_ev=-31830.4749
C 0.73782 -0.25633 0.42482 0.8 2.2 -3.0 -0.10
C -0.09656 -0.53916 -0.83466 1.8 -0.5 -1.3 -0.82
Cl -0.93438 -2.07301 -0.87419 -0.3 -0.2 0.7 0.65
C 0.13461 -0.12074 -2.07879 -0.8 0.4 -1.2 -0.65
Cl 0.99984 1.33697 -2.37316 0.4 0.4 0.0 0.61
H 1.28172 -1.15550 0.50186 0.7 -1.0 1.0 0.06
H 1.46918 0.64866 0.34857 -1.3 -1.7 -0.4 0.11
H 0.06829 0.01375 1.15919 -1.1 -0.1 2.2 0.02
H -0.27219 -0.52548 -3.06519 0.4 0.3 1.9 0.09
C -2.22893 0.84837 0.31784 0.2 -1.9 3.3 -0.05
C -1.95986 1.91906 1.01506 1.2 0.9 2.3 -0.22
N -1.70040 2.80095 1.85705 -2.8 -2.0 -1.7 0.15
H -2.65008 0.91291 -0.59601 -1.1 0.3 -3.0 0.02
H -2.26053 -0.21978 0.79052 0.3 2.4 -0.7 0.11
H -0.80553 3.17701 1.95050 1.9 0.5 -0.1 0.04

---

20
Properties=species:S:1:pos:R:3:forces:R:3:lowdin_charge:R:1 method="wB97M-V/def2-TZVPD" e_above_lowest_kcal_mol=21.8 energy_ev=-49742.1299
C -1.15842 1.46203 1.28374 -2.0 0.3 0.6 -0.57
C 2.65649 -1.70389 -0.60579 2.4 -4.5 -0.9 -0.51
C -2.51161 0.33761 -0.48581 -0.7 0.2 1.0 0.01
C -2.08797 0.39836 0.80258 0.0 0.6 -2.9 -0.70
C 1.89676 -0.51039 -0.33474 -0.5 0.6 1.0 -0.67
N 0.95685 -0.00997 -1.05128 -1.7 2.2 1.7 -0.53
N -1.65515 2.09753 2.38335 0.7 1.3 1.9 0.14
N 2.57335 -2.25137 -1.91841 0.5 0.7 -1.2 0.10
O -0.17536 1.84536 0.66841 -0.4 0.0 0.0 -0.03
O 3.27135 -2.36659 0.26944 -1.6 2.2 -1.7 0.00
S 0.34893 -0.27816 -2.52276 -0.5 -0.3 -1.9 0.58
Cl -2.84034 -0.58366 1.95622 -0.2 -0.8 0.9 0.73
Cl 2.00259 0.15690 1.24476 0.8 -0.4 0.3 0.80
H -3.31280 -0.40599 -0.63721 0.6 0.4 -0.3 0.07
H -2.35540 1.07847 -1.30403 0.5 -0.8 1.0 0.09
H 0.34408 0.77710 -0.51352 1.7 -1.4 -0.6 0.08
H -2.46497 1.92822 3.04720 1.5 -0.5 -2.0 0.13
H -1.01637 2.81383 2.75667 -0.5 -0.5 -0.4 0.12
H 2.35190 -1.74618 -2.81818 -0.3 0.0 2.1 0.04
H 3.17607 -3.03920 -2.22065 -0.4 0.6 1.5 0.11

---

15
Properties=species:S:1:pos:R:3:forces:R:3:lowdin_charge:R:1 method="wB97M-V/def2-TZVPD" e_above_lowest_kcal_mol=92.1 energy_ev=-42861.3842
C 1.25820 -0.38281 0.07277 2.1 1.3 -1.6 -0.19
C 0.41072 0.58518 -0.19107 -3.1 -2.4 1.2 -0.09
C 1.14004 -1.83362 0.27966 -1.7 -3.0 -0.9 -0.14
C 0.13122 1.97008 -0.43173 2.6 1.4 2.4 -0.16
C -1.83872 -0.08120 0.16534 3.0 1.0 -0.6 -1.52
Cl -1.91022 -1.04483 1.65765 -0.4 0.0 -1.0 0.53
Cl -2.36451 -0.71306 -1.42566 0.0 -0.3 1.2 0.49
Cl -2.56372 1.47735 0.42637 -1.1 -0.3 0.4 0.57
H 2.37073 -0.12217 -0.08120 -1.6 0.2 0.3 0.14
H 2.08765 -2.32595 0.48829 0.1 0.4 0.8 0.06
H 0.33262 -2.12549 0.98867 0.9 0.3 -0.2 0.03
H 0.85713 -2.50466 -0.63164 0.1 1.8 0.8 0.11
H -0.87011 2.20220 -0.58148 -1.7 0.0 -0.5 -0.05
H 0.63116 2.33492 -1.31376 0.7 0.4 0.0 0.09
H 0.32780 2.56406 0.57777 0.1 -0.8 -2.2 0.15

---

15
Properties=species:S:1:pos:R:3:forces:R:3:lowdin_charge:R:1 method="wB97M-V/def2-TZVPD" e_above_lowest_kcal_mol=89.5 energy_ev=-23251.2525
C 1.42204 1.53005 0.08712 0.9 8.3 2.2 -0.26
C 0.94991 0.24972 -0.07834 -3.3 -3.6 0.7 -0.74
C -0.25880 -0.38276 0.03646 1.5 1.3 -0.6 -0.32
C -0.41960 -1.82152 -0.25522 -0.8 -3.8 0.0 -0.13
C -1.58563 0.33886 0.25820 1.2 -1.0 -1.3 -0.18
H 1.99457 1.88967 -0.81392 -0.4 -0.4 1.0 0.10
H 0.76653 2.45229 0.36526 0.1 -1.9 -0.8 0.11
H 2.11456 1.58771 1.01494 -0.7 -0.3 -1.7 0.10
H -0.54309 -1.77006 -1.48807 0.9 -1.2 3.1 0.14
H -1.64641 -2.31665 0.12154 4.9 1.2 -1.0 0.18
H 0.56551 -2.51318 0.36175 -3.2 2.0 -2.7 0.15
H -1.50012 0.69861 1.33136 -1.6 0.0 -1.4 0.18
F -1.78858 1.39740 -0.70895 -0.1 -2.3 2.3 0.00
F -2.50133 -0.78025 0.00812 -0.6 4.7 0.9 -0.10
Cl 2.43046 -0.55989 -0.24026 1.1 -2.8 -0.7 0.76

---

36
Properties=species:S:1:pos:R:3:forces:R:3:lowdin_charge:R:1 method="wB97M-V/def2-TZVPD" e_above_lowest_kcal_mol=0.9 energy_ev=-84113.8204 charge=+1
Rh 0.45190 0.34532 -0.08396 0.0 -0.1 0.0 1.26
F 1.15278 3.83810 2.11560 0.0 0.0 0.0 0.22
C 1.33300 3.10755 1.05395 0.0 0.0 0.0 -0.63
F 2.51916 3.31832 0.51945 0.0 0.0 0.0 0.18
F 1.32332 1.76756 1.46348 0.0 0.0 0.0 0.02
S 0.00215 3.33683 -0.22099 0.0 0.0 0.0 0.65
O 0.25877 2.14313 -1.08465 0.0 0.0 0.0 -0.39
O 0.25097 4.59086 -0.81627 0.0 0.0 0.0 -0.18
N -1.32031 3.21612 0.56088 0.0 0.0 0.0 -0.26
S -2.16251 1.87537 0.61110 0.0 0.0 0.0 0.71
O -1.28143 0.71388 0.91576 0.0 0.0 0.0 -0.41
O -3.10416 1.70669 -0.43385 0.0 0.0 0.0 -0.19
C -3.03952 2.09507 2.22627 0.0 0.0 0.0 -0.69
F -3.82972 3.14444 2.13502 0.0 0.0 0.0 0.19
F -3.74175 1.00098 2.44703 0.0 0.0 0.0 0.19
F -2.14650 2.27049 3.18460 0.0 0.0 0.0 0.18
N 2.11894 -0.13370 -1.17301 0.0 0.0 0.0 0.01
N 2.46911 -1.48458 -0.93519 0.1 0.0 0.0 0.06
C 1.77143 -2.16517 0.02119 0.0 0.0 0.0 -0.38
N 2.01618 -3.44885 0.16513 0.0 0.0 0.0 0.25
N 0.94833 -1.41037 0.75025 0.0 0.0 0.0 0.02
N 0.28466 -1.94157 1.88621 0.0 0.0 0.0 -0.39
O 0.28939 -3.14161 2.04477 0.0 0.0 0.1 0.10
O -0.20847 -1.11593 2.59110 0.0 0.0 0.0 0.14
H 1.77287 -0.04106 -2.13120 0.0 0.0 0.0 0.14
H 2.93835 0.45735 -1.03987 0.0 0.0 0.0 0.15
H 2.81847 -1.99058 -1.73591 -0.1 0.0 0.0 0.16
H 2.71616 -3.91198 -0.39044 0.0 0.0 0.0 0.15
H 1.46535 -3.96510 0.83909 0.0 0.0 0.0 0.12
Cl 0.13890 -3.03543 -3.28917 0.0 0.0 0.0 0.59
C -1.39650 -2.28335 -2.74174 0.0 0.0 0.0 -0.42
C -1.12087 -1.62233 -1.40573 -0.1 0.0 0.0 -0.65
O -1.50044 -2.05379 -0.35209 0.0 0.0 0.0 0.11
O -0.35873 -0.54290 -1.58180 0.0 0.0 0.0 -0.18
H -2.12912 -3.07210 -2.61608 0.0 0.0 0.0 0.09
H -1.70015 -1.56767 -3.49893 0.0 0.0 0.0 0.09

---

15
Properties=species:S:1:pos:R:3:forces:R:3:lowdin_charge:R:1 method="wB97M-V/def2-TZVPD" e_above_lowest_kcal_mol=40.0 energy_ev=-22026.5639
F -2.56090 0.59951 -0.73865 1.0 0.4 0.4 0.00
C -1.65553 1.46909 -0.20426 -0.2 0.9 1.1 -0.12
C -0.54316 1.17938 0.47924 -0.5 -0.2 -0.7 -0.11
C -0.01540 -0.20219 0.61504 0.5 -0.2 0.2 -0.79
Cl -0.73928 -0.98295 2.07238 0.3 0.1 -0.2 0.63
C -0.10954 -1.00212 -0.67369 -0.2 -2.2 -0.3 -0.20
N 1.26702 -0.54908 -0.98636 -0.7 -0.1 -0.5 -0.04
C 1.53765 -0.34539 0.41884 0.5 1.0 1.5 -0.20
H -2.02677 2.49956 -0.21635 0.0 -0.5 -0.4 0.12
H 0.03940 1.99195 0.93106 -0.5 -0.2 -0.3 0.12
H -0.21829 -2.12546 -0.40942 0.4 1.5 -0.4 0.13
H -0.90781 -0.76655 -1.38171 0.4 0.1 0.0 0.10
H 1.87576 -1.11800 -1.55836 -0.1 -0.2 0.3 0.11
H 2.15457 0.59458 0.66034 -0.7 -1.4 -0.2 0.13
H 1.90228 -1.24233 0.99190 -0.2 0.8 -0.5 0.12

---

15
Properties=species:S:1:pos:R:3:forces:R:3:lowdin_charge:R:1 method="wB97M-V/def2-TZVPD" e_above_lowest_kcal_mol=71.9 energy_ev=-20798.1515
Cl 3.98288 -1.15410 -0.62673 0.3 0.1 -0.1 0.62
C 2.39241 -1.80600 -0.62364 -0.2 0.1 0.1 -0.56
C 1.30066 -1.12188 -0.30913 -1.0 -0.2 -0.3 -0.18
C 1.23874 0.31778 -0.04089 0.3 0.9 0.4 -0.16
N 0.17912 1.02861 0.16573 1.4 -0.8 -0.3 0.04
N -1.00804 0.25634 0.07242 -0.6 -0.2 0.0 -0.15
C -1.96041 0.69157 1.10048 -0.4 0.8 -0.3 -0.13
C -2.10983 1.15481 -0.31851 0.6 -0.1 1.3 -0.12
H 2.36684 -2.84337 -0.90605 0.0 -0.2 0.1 0.06
H 0.33333 -1.65179 -0.32222 0.7 0.3 0.0 0.11
H 2.22160 0.85324 -0.00680 -1.1 -0.3 0.0 0.10
H -2.65252 -0.05130 1.47307 0.2 -0.2 -0.1 0.09
H -1.61743 1.40759 1.85766 0.0 -0.3 -0.5 0.10
H -2.85458 0.76887 -0.96187 -0.6 -0.7 -0.4 0.08
H -1.81277 2.14964 -0.55353 0.2 0.6 0.0 0.09

---

15
Properties=species:S:1:pos:R:3:forces:R:3:lowdin_charge:R:1 method="wB97M-V/def2-TZVPD" e_above_lowest_kcal_mol=73.9 energy_ev=-20798.0649
Cl 2.62576 3.28433 -0.04721 -0.4 0.0 0.2 0.59
C 2.55083 1.54665 0.08904 0.8 1.2 -0.4 -0.53
C 1.47006 0.80847 -0.00841 -0.2 0.3 0.0 -0.17
C 0.10593 1.29404 -0.12802 -0.7 -1.0 -0.2 -0.14
N -0.93943 0.53520 -0.13335 1.2 1.0 -0.3 0.05
N -0.59239 -0.84026 0.01726 -0.5 0.6 -0.2 -0.15
C -1.65491 -1.46994 0.77829 0.6 -1.3 1.1 -0.15
C -1.57091 -1.68879 -0.67420 0.4 -0.8 -0.3 -0.13
H 3.56645 1.21209 0.15998 0.1 -0.6 0.1 0.05
H 1.61357 -0.23544 -0.03716 0.1 -1.0 0.2 0.09
H -0.01833 2.35057 -0.26242 -0.4 0.4 0.1 0.09
H -1.23685 -2.15843 1.54905 -0.7 0.3 -0.8 0.11
H -2.46455 -0.83697 1.08689 -0.1 0.3 0.2 0.09
H -1.11651 -2.58898 -1.11464 -0.3 0.4 0.3 0.10
H -2.33873 -1.21253 -1.27509 0.2 0.1 0.1 0.10

---

18
Properties=species:S:1:pos:R:3:forces:R:3:lowdin_charge:R:1 method="wB97M-V/def2-TZVPD" smiles="N[C@@]1(CC(=O)O)CON=C1Cl" energy_ev=-26941.2708
N -1.53457 0.05996 0.28990 1.9 0.6 0.3 0.07
C -0.11461 -0.31340 -0.11072 -2.3 -1.2 -0.4 -0.45
C 0.56107 0.87175 -0.84436 -0.4 -1.9 -1.5 -0.03
C 0.81834 2.01169 0.14412 -1.2 0.3 -1.0 -0.60
O 1.74650 2.75322 0.13650 1.3 0.0 -0.2 0.12
O -0.20334 2.25653 0.95213 -2.5 -0.9 0.4 0.05
C 0.65602 -0.90852 1.07592 -3.5 0.0 1.9 -0.09
O 0.89043 -2.28962 0.79454 0.2 0.4 0.9 -0.09
N 0.42115 -2.59826 -0.41162 -1.6 -0.5 -2.4 0.04
C -0.20689 -1.63002 -0.97879 2.0 0.8 2.0 -0.70
Cl -0.89174 -1.67777 -2.53484 0.0 -0.1 0.1 0.74
H -1.88137 -0.60355 0.95800 -0.4 -0.3 0.0 0.10
H -2.09325 0.11512 -0.53214 -0.7 -0.2 -0.5 0.07
H -0.22616 1.20192 -1.68516 2.0 -0.5 1.7 0.17
H 1.49307 0.33992 -1.32072 -1.5 1.8 0.7 0.17
H -1.07826 1.64937 0.79939 2.6 0.8 0.2 0.14
H 1.56213 -0.44719 1.12991 2.7 1.3 0.5 0.09
H 0.08148 -0.79115 2.13796 1.3 -0.3 -2.6 0.19

---

14
Properties=species:S:1:pos:R:3:forces:R:3:lowdin_charge:R:1 method="wB97M-V/def2-TZVPD" e_above_lowest_kcal_mol=95.8 energy_ev=-19863.7999
C 2.64096 0.39322 0.81705 -4.2 0.2 -2.2 0.05
C 1.52706 0.43298 0.27964 -0.9 -0.6 0.7 -0.07
C -0.17079 -0.23768 -1.59070 -2.0 -0.2 -4.2 -0.14
C -0.72683 -0.49750 1.03852 0.1 0.7 0.3 -0.31
C -0.32923 0.25976 -0.21619 6.0 0.5 2.2 -0.77
O -2.12593 -0.60509 1.17346 1.6 -3.4 0.3 -0.03
Cl -0.87628 1.88627 -0.07843 -0.8 1.1 -0.2 0.74
H 3.65313 0.50022 0.94415 1.7 0.0 0.6 -0.02
H 0.83903 -0.46903 -2.00146 -0.7 0.2 1.0 0.09
H -0.84270 -1.09691 -1.89930 0.7 0.7 0.9 0.10
H -0.57729 0.57933 -2.30145 0.8 -1.1 1.0 0.09
H -0.33889 -1.49173 0.91024 0.3 -0.4 0.5 0.13
H -0.23377 0.11422 1.87315 -0.8 -1.3 -0.8 0.13
H -2.43847 0.23195 1.05133 -1.8 3.6 -0.3 0.00

---

Here are the calculated max |F| numbers, same order: 0.0816, 0.0509, 0.0747, 0.1017, 0.0789, 0.1675, 0.0017, 0.0435, 0.0325, 0.0352, 0.0763, 0.1250 (Eh/bohr).